{
  "formula": "C21H27B3O5",
  "method": "ωB97M-V/def2-TZVPD",
  "e_tot_ev": -34488.375,
  "total_charge": 0,
  "elements": ["C", "C", "O", "C", "B", "O", "B", "O", "B", "O", "O", "H", "H", "H", "H", "H", "H", "H", "H", "H", "C", "C", "C", "C", "C", "C", "H", "H", "H", "H", "H", "H", "C", "C", "C", "C", "C", "C", "H", "H", "H", "H", "H", "H", "C", "C", "C", "C", "C", "C", "H", "H", "H", "H", "H", "H"],
  "positions_angstrom": [[-0.72545, -6.07361, 0.31275], [-0.84122, -4.60921, -0.23937], [0.26625, -4.42364, -1.10618], [0.02712, -3.35872, -2.05068], [0.57465, -2.01149, -1.37858], [1.93025, -1.80971, -0.96924], [1.84013, -1.56949, 0.42954], [0.76331, -0.92008, 1.08313], [-0.43124, -0.99553, 0.34256], [-1.69866, -1.19068, 0.89055], [-0.30307, -0.91671, -1.08610], [-1.36227, -6.22744, 1.19805], [0.34287, -6.21947, 0.57083], [-0.97918, -6.74539, -0.52735], [-0.82523, -3.92715, 0.64330], [-1.82236, -4.48424, -0.74229], [0.60027, -3.61476, -2.96125], [-1.05503, -3.25083, -2.28474], [2.74341, -1.94582, 1.09896], [-2.20229, -1.74490, 0.29246], [-2.18463, -4.32456, 3.52108], [-2.64155, -5.29497, 4.40457], [-3.98196, -5.32717, 4.76935], [-4.86759, -4.39417, 4.24335], [-4.41123, -3.42600, 3.35711], [-3.06900, -3.38792, 2.99859], [-1.13829, -4.29748, 3.23956], [-1.95240, -6.02606, 4.80984], [-4.33674, -6.07950, 5.46294], [-5.91323, -4.42215, 4.52438], [-5.10215, -2.69979, 2.94612], [-2.71204, -2.63059, 2.31233], [3.06133, 3.61091, -1.97571], [2.19991, 2.58164, -1.61646], [2.57632, 1.25811, -1.81218], [3.81952, 0.96434, -2.35923], [4.68287, 1.99358, -2.71527], [4.30245, 3.31683, -2.52753], [2.76549, 4.64255, -1.82583], [1.23310, 2.81098, -1.18376], [1.90679, 0.45705, -1.53811], [4.11462, -0.06751, -2.50765], [5.65257, 1.76404, -3.14025], [4.97325, 4.11893, -2.81001], [-0.09981, 8.66768, -1.90633], [-0.85427, 7.50164, -1.86605], [-0.40441, 6.40721, -1.13797], [0.79623, 6.48229, -0.44216], [1.54912, 7.64950, -0.47965], [1.10339, 8.74093, -1.21489], [-0.44921, 9.51957, -2.47662], [-1.79321, 7.44557, -2.40314], [-0.98952, 5.49605, -1.11196], [1.14496, 5.63041, 0.12948], [2.48427, 7.70810, 0.06402], [1.69282, 9.64886, -1.24829]],
  "atomic_forces_ev_per_a": [[0.4, 1.0, -0.7], [-0.1, -1.3, 1.3], [-1.0, 0.3, -0.3], [0.6, 0.5, 0.1], [0.6, 1.6, -0.9], [-2.5, -0.8, 1.6], [0.7, 0.7, -0.1], [-0.5, -1.3, -1.3], [-0.5, 0.9, -0.6], [1.9, 0.2, 0.1], [0.3, -2.2, 1.3], [0.2, 0.0, -0.5], [-0.6, -0.1, 0.0], [0.1, 0.1, 0.6], [0.1, 0.0, -0.5], [0.5, 0.0, 0.0], [-0.4, 0.1, 0.3], [0.6, -0.2, 0.0], [0.0, 0.2, 0.0], [-0.4, 0.2, -0.3], [-0.1, 0.0, 0.0], [0.0, 0.0, 0.0], [0.0, 0.0, -0.1], [0.1, 0.0, 0.0], [0.0, -0.1, 0.0], [0.0, -0.1, 0.0], [0.0, 0.0, 0.0], [0.0, 0.0, 0.0], [0.0, 0.0, 0.0], [0.0, 0.0, 0.0], [0.0, 0.0, 0.0], [0.0, 0.0, 0.2], [0.0, 0.0, 0.0], [0.1, 0.0, 0.0], [0.1, 0.1, 0.0], [0.0, 0.0, 0.0], [0.0, 0.0, 0.0], [0.0, -0.1, 0.0], [0.0, 0.0, 0.0], [0.0, 0.0, 0.0], [0.0, 0.1, 0.0], [0.0, 0.0, 0.0], [0.0, 0.0, 0.0], [0.0, 0.0, 0.0], [0.0, 0.0, 0.0], [0.0, 0.0, 0.0], [0.0, 0.0, 0.0], [0.0, 0.0, 0.0], [0.0, 0.0, 0.0], [0.0, 0.0, 0.0], [0.0, 0.0, 0.0], [0.0, 0.0, 0.0], [0.0, 0.0, 0.0], [0.0, 0.0, 0.0], [0.0, 0.0, 0.0], [0.0, 0.0, 0.0]]
}